Run w
This record from the OMol25 dataset describes a molecular structure, C2H4O3P. The level of theory is ωB97M-V/def2-TZVPD.

Structure (XYZ):
```
10
C2H4O3P | the OMol25 dataset | ωB97M-V/def2-TZVPD
C -0.41652 -0.39606 -0.77974
C 0.89431 0.23772 -1.24152
O 0.53060 -0.36093 2.18868
O -1.12785 -1.04740 -1.50939
O -1.19444 1.41479 1.75896
P -0.72832 0.04077 1.55332
H 1.17305 1.09587 -0.70960
H 0.96009 0.40317 -2.30883
H 1.63813 -0.43666 -0.95758
H -1.72906 -0.95127 2.00571
```

Computed properties:
Lowest unoccupied orbital energy   4.13 eV
Total charge   -1

=====

Run x
This record from the OMol25 dataset describes a gas-phase ion, C2H4O3P (charge -1). The level of theory is ωB97M-V/def2-TZVPD.

Structure (XYZ):
```
10
C2H4O3P | the OMol25 dataset | ωB97M-V/def2-TZVPD
C 0.43181 0.49190 0.54918
C 0.81823 0.59955 -0.82245
O -2.17678 -0.13319 -0.15445
O 0.84384 1.07014 1.54027
O -0.24241 -1.98043 -0.02006
P -1.01774 -0.71148 0.53362
H -0.22438 0.49532 -1.33859
H 1.22934 -0.30204 -1.10402
H 1.55860 1.40294 -1.12970
H -1.22051 -0.93270 1.94620
```

Computed properties:
SMILES   CC(=O)[P@@H](=O)[O-]
Lowest unoccupied orbital energy   4.20 eV
Total charge   -1

=====

What should be chosen as the most stable of them? Choose run x.

=====

Run w
This record from the OMol25 dataset describes 2 unconnected molecules or ions with the total composition CHCl2NO. The level of theory is ωB97M-V/def2-TZVPD.

Structure (XYZ):
```
6
CHCl2NO | the OMol25 dataset | ωB97M-V/def2-TZVPD
C 0.96993 0.25123 -0.04301
N -0.07152 0.82700 0.26180
O -1.50686 -0.84036 0.36756
Cl 2.69514 0.76137 -0.15518
Cl -2.82832 -0.22266 -0.18847
H 0.74162 -0.77658 -0.24270
```

Computed properties:
Lowest unoccupied orbital energy   -3.06 eV
Total charge   0

=====

Run x
This record from the OMol25 dataset describes 2 unconnected molecules or ions with the total composition CHCl2NO. The level of theory is ωB97M-V/def2-TZVPD.

Structure (XYZ):
```
6
CHCl2NO | the OMol25 dataset | ωB97M-V/def2-TZVPD
C 2.82108 0.06121 -1.06705
N 0.54378 0.02277 1.42676
O 2.02177 0.32249 -1.89483
Cl 3.73404 1.22194 -0.02531
Cl 3.55701 -1.51721 -1.01729
H -0.53180 0.09904 1.43365
```

Computed properties:
Lowest unoccupied orbital energy (spin up / spin down)   -1.43 / -1.46 eV
Total charge   0

=====

What should be chosen as the most stable of them? Choose run x.

=====

Run w
This record from the OMol25 dataset describes a single C8H14N2O3 molecule. The level of theory is ωB97M-V/def2-TZVPD.

Structure (XYZ):
```
27
C8H14N2O3 | the OMol25 dataset | ωB97M-V/def2-TZVPD
C 0.29768 -0.35848 -0.64294
C -1.29099 -0.49931 -0.78483
C 0.98824 -0.38518 -1.97987
C 2.12616 -1.40183 -1.89666
C 2.39118 -1.70118 -0.42298
C -1.74826 1.12324 1.06372
C -0.97931 2.45564 0.80952
C -1.24648 0.15103 2.19114
H 0.86749 -1.26741 1.17731
H 0.29919 0.59274 -0.23689
H 0.22424 -0.62678 -2.71759
H 1.27077 0.59478 -2.13400
H 1.76135 -2.38711 -2.35601
H 3.02056 -0.96121 -2.32256
H 3.29493 -1.10146 -0.09170
H 2.52713 -2.77260 -0.25441
H -3.06651 0.22276 -0.30270
H -2.73816 1.34535 1.35068
H -2.15545 -0.54184 2.40008
H -0.88495 0.74777 3.13779
H -0.37945 -0.49874 1.82160
H -0.23509 3.72907 1.94309
N 1.06489 -1.32833 0.16084
N -2.07851 0.44630 -0.19604
O -1.79830 -1.40556 -1.45782
O -1.06832 3.01687 -0.25340
O -0.46401 2.81146 1.99463
```

Computed properties:
SMILES   C[C@H](NC(=O)[C@@H]1CCCN1)C(=O)O
Lowest unoccupied orbital energy   0.37 eV
Total charge   0

=====

Run x
This record from the OMol25 dataset describes a single C8H14N2O3 molecule. The level of theory is ωB97M-V/def2-TZVPD.

Structure (XYZ):
```
27
C8H14N2O3 | the OMol25 dataset | ωB97M-V/def2-TZVPD
C 0.15899 -0.60880 -0.00683
C 0.22122 0.50982 -1.02287
C 0.83970 -1.86757 -0.73674
C -0.13532 -2.97227 -0.82486
C -1.48003 -2.22307 -0.64321
C 0.39276 2.34299 0.50897
C 1.41957 1.62175 1.47515
C -1.05560 2.53165 1.24806
H -1.46055 -1.25576 1.24376
H 0.68531 -0.57999 0.90597
H 1.75367 -2.19900 -0.15397
H 0.94518 -1.63356 -1.81657
H 0.22950 -3.90948 -0.23748
H -0.18357 -3.38469 -1.81121
H -1.79425 -1.71009 -1.60406
H -2.28756 -2.91139 -0.30702
H 0.15027 2.33428 -1.65194
H 0.72710 3.34047 0.55698
H -1.55942 1.64478 1.15125
H -0.92543 2.88506 2.36772
H -1.56536 3.16244 0.63619
H 2.31906 1.27750 -0.10905
N -1.17398 -1.14810 0.28470
N 0.17302 1.78978 -0.73176
O -0.04367 0.16569 -2.19941
O 1.10865 1.54465 2.63601
O 2.54074 1.25290 0.84223
```

Computed properties:
SMILES   C[C@H](NC(=O)[C@@H]1CCCN1)C(=O)O
Lowest unoccupied orbital energy   0.48 eV
Total charge   0

=====

Run y
This record from the OMol25 dataset describes a single C8H14N2O3 molecule. The level of theory is ωB97M-V/def2-TZVPD.

Structure (XYZ):
```
27
C8H14N2O3 | the OMol25 dataset | ωB97M-V/def2-TZVPD
C 0.57739 -0.16790 -0.60477
C 0.09997 -0.86263 0.70375
C 1.81504 -0.96310 -1.08218
C 3.01125 -0.39496 -0.37375
C 2.50610 1.01689 -0.06174
C -2.31111 0.02307 0.81495
C -2.93229 -0.23585 -0.54166
C -1.94190 1.51419 0.94335
H 0.94898 1.67811 -1.08995
H -0.22482 -0.11718 -1.41953
H 2.01197 -0.69814 -2.08630
H 1.69239 -2.04503 -1.07842
H 3.82156 -0.48503 -1.14854
H 3.42021 -1.05968 0.45825
H 2.73194 1.23522 0.98104
H 3.00969 1.79972 -0.58187
H -1.31069 -1.47741 1.86247
H -3.05139 -0.25804 1.54725
H -1.24811 1.90263 0.18037
H -2.89751 1.92774 0.97829
H -1.47746 1.66766 1.94497
H -2.44755 -2.00833 -0.43980
N 1.04984 1.16034 -0.27055
N -1.20239 -0.90250 0.99503
O 0.95836 -1.37082 1.41716
O -3.50822 0.66520 -1.11653
O -3.10125 -1.54415 -0.93127
```

Computed properties:
SMILES   C[C@H](NC(=O)[C@@H]1CCCN1)C(=O)O
Lowest unoccupied orbital energy   0.44 eV
Total charge   0

=====

What should be chosen as the most stable of them? Choose run y.

=====

Run w
This record from the OMol25 dataset describes a single ClFS2 molecule. The level of theory is ωB97M-V/def2-TZVPD.

Structure (XYZ):
```
4
ClFS2 | the OMol25 dataset | ωB97M-V/def2-TZVPD
F 0.52805 -0.52784 1.73014
S 0.27552 1.02410 1.24731
S -1.16029 -0.65733 -1.94462
Cl 0.35672 0.16106 -1.03284
```

Computed properties:
Lowest unoccupied orbital energy (spin up / spin down)   -3.07 / -3.07 eV
Total charge   0

=====

Run x
This record from the OMol25 dataset describes 2 unconnected molecules or ions with the total composition ClFS2. The level of theory is ωB97M-V/def2-TZVPD.

Structure (XYZ):
```
4
ClFS2 | the OMol25 dataset | ωB97M-V/def2-TZVPD
F 1.06960 -1.19572 0.21758
S 1.24700 0.38831 0.31351
S -1.53416 0.41979 0.95307
Cl -2.48507 -0.17229 -0.63637
```

Computed properties:
Lowest unoccupied orbital energy (spin up / spin down)   -2.95 / -2.95 eV
Total charge   0

=====

What should be chosen as the most stable of them? Choose run x.

=====

Run w
This record from the OMol25 dataset describes a gas-phase ion, C2H2N3S2 (charge +1). The level of theory is ωB97M-V/def2-TZVPD.

Structure (XYZ):
```
9
C2H2N3S2 | the OMol25 dataset | ωB97M-V/def2-TZVPD
C -0.33882 -1.19263 0.19348
C 0.92337 -1.28633 0.54141
N -2.17510 0.15810 -0.35206
N 0.89102 1.16196 -0.04073
N -1.09257 -0.21961 -0.02497
S 1.99970 0.16909 0.40829
S -2.86742 1.36778 -0.94325
H 1.40923 -2.13397 0.70890
H 1.25059 1.97562 -0.49108
```

Computed properties:
Lowest unoccupied orbital energy (spin up / spin down)   -7.35 / -7.64 eV
Total charge   +1

=====

Run x
This record from the OMol25 dataset describes a molecular structure, C2H2N3S2. The level of theory is ωB97M-V/def2-TZVPD.

Structure (XYZ):
```
9
C2H2N3S2 | the OMol25 dataset | ωB97M-V/def2-TZVPD
C -0.77921 0.38581 -0.98810
C -1.38828 0.64833 -2.16938
N 0.15538 -0.34296 1.11638
N 2.07941 -0.87588 2.76273
N -0.30061 0.26577 0.08445
S -1.15486 -0.05606 -3.58288
S 1.25791 0.18859 2.15784
H -2.21905 1.68691 -2.32775
H 2.34931 -1.90051 2.94672
```

Computed properties:
Lowest unoccupied orbital energy   -6.59 eV
Total charge   +1

=====

What should be chosen as the most stable of them? Choose run x.

=====

Run w
This record from the OMol25 dataset describes 2 unconnected molecules or ions with the total composition C5H15N2. The level of theory is ωB97M-V/def2-TZVPD.

Structure (XYZ):
```
22
C5H15N2 | the OMol25 dataset | ωB97M-V/def2-TZVPD
C -1.53172 0.25256 1.00205
N -2.68430 0.35763 1.91714
C -1.18905 -1.20424 0.86408
N 0.05001 -1.41630 0.06659
H -0.65011 0.79446 1.35269
H -1.84981 0.64191 0.04409
H -2.41455 0.04735 2.84270
H -2.91565 1.33600 2.01696
H -1.98646 -1.75179 0.36156
H -1.03747 -1.66070 1.84018
H 0.18820 -2.41175 -0.08278
H 0.00781 -0.93844 -0.88813
H 0.89265 -1.02116 0.50462
C 1.07820 1.55018 -0.74335
C 1.40298 0.49211 -1.73177
C 2.65184 -0.07201 -1.84086
H 1.12645 1.18741 0.31634
H 1.83004 2.34513 -0.77395
H 0.09151 1.98135 -0.91904
H 0.62127 0.06359 -2.34957
H 2.81515 -0.94257 -2.45661
H 3.50303 0.36927 -1.34296
```

Computed properties:
2S+1   2
Lowest unoccupied orbital energy (spin up / spin down)   0.32 / 0.21 eV
Total charge   0
<S²>   0.754

=====

Run x
This record from the OMol25 dataset describes a single C5H15N2 molecule. The level of theory is ωB97M-V/def2-TZVPD.

Structure (XYZ):
```
22
C5H15N2 | the OMol25 dataset | ωB97M-V/def2-TZVPD
N 1.94392 0.36784 -1.02791
C 1.13910 -0.74332 -1.59473
C 0.10837 -1.26353 -0.59587
N -0.20453 -0.22526 0.44515
C -1.38234 0.62610 0.03557
C -1.34898 1.97729 0.74387
C -0.33776 -0.87263 1.80688
H 0.60211 0.41127 0.59586
H 2.44943 0.79455 -1.80598
H 2.71707 -0.02896 -0.49099
H 1.82565 -1.55357 -1.84482
H 0.66567 -0.46780 -2.53116
H -0.82853 -1.46410 -1.11939
H 0.40166 -2.19066 -0.10633
H -1.29023 0.73751 -1.03569
H -2.24404 0.06296 0.40264
H -1.14164 2.80848 0.07036
H -0.59289 2.04608 1.51640
H -2.28967 2.18733 1.25813
H -0.49788 -0.07387 2.52768
H -1.19538 -1.53183 1.75954
H 0.61981 -1.36391 1.95650
```

Computed properties:
2S+1   2
Lowest unoccupied orbital energy (spin up / spin down)   1.06 / 0.74 eV
Total charge   0
<S²>   0.751

=====

What should be chosen as the most stable of them? Choose run x.